Arrangement one

This record from the OMol25 dataset describes 2 unconnected molecules or ions with the total composition C5H12O. The level of theory is ωB97M-V/def2-TZVPD.

The HOMO energy (spin up / spin down) comes out at -15.381 / -15.374 eV. As for the expectation value of S²: 0.75. The value obtained for the HOMO-LUMO gap (spin up / spin down) is 10.37 / 6.57 eV.

ORCA input file:
```
! RIJCOSX wB97M-V def2-TZVPD def2/J DEFGRID3
* xyz 1 2
C -1.48 -0.11 -1.75
C -0.88 -1.35 -0.96
C 0.36 -1.21 -0.21
C 0.28 -0.36 0.84
C 1.45 -0.03 1.68
H -2.44 -0.43 -2.21
H -0.65 0.09 -2.47
H -1.46 0.81 -1.09
H -0.83 -2.05 -1.97
H -1.72 -1.82 -0.42
H 0.96 -2.08 -0.40
H -0.67 0.28 0.87
H 2.25 -0.69 1.45
H 1.18 -0.22 2.78
H 1.90 1.00 1.67
H 1.09 3.32 0.84
H 0.17 2.08 0.97
O 0.49 2.76 0.39
*
```


Arrangement two

This record from the OMol25 dataset describes 2 unconnected molecules or ions with the total composition C5H12O. The level of theory is ωB97M-V/def2-TZVPD.

The HOMO energy (spin up / spin down) comes out at -14.989 / -14.989 eV. As for the expectation value of S²: 0.75. The value obtained for the HOMO-LUMO gap (spin up / spin down) is 10.54 / 6.94 eV.

ORCA input file:
```
! RIJCOSX wB97M-V def2-TZVPD def2/J DEFGRID3
* xyz 1 2
C -1.44 -0.18 -1.63
C -0.72 -1.02 -0.52
C 0.31 -0.10 0.06
C 1.33 0.36 -0.74
C 2.41 1.22 -0.19
H -0.77 0.03 -2.45
H -1.90 0.70 -1.20
H -2.23 -0.84 -1.98
H -0.23 -1.88 -0.99
H -1.33 -1.43 0.27
H 0.19 0.24 1.08
H 1.45 0.18 -1.80
H 3.18 1.33 -0.94
H 2.81 0.91 0.77
H 1.97 2.22 -0.02
H -1.47 -1.30 3.60
H -2.16 0.02 3.56
O -1.43 -0.46 3.13
*
```


Computed stability ranking, most favorable first: arrangement two, arrangement one


Arrangement one

This record from the OMol25 dataset describes 2 unconnected molecules or ions with the total composition C3H8O4. The level of theory is ωB97M-V/def2-TZVPD.

Its SMILES is O=C(O)CCO.O. The HOMO energy comes out at -10.482 eV. The value obtained for the HOMO-LUMO gap is 11.12 eV.

ORCA input file:
```
! RIJCOSX wB97M-V def2-TZVPD def2/J DEFGRID3
* xyz 0 1
O 0.63 0.75 1.26
C 0.36 1.17 0.19
O -0.34 2.34 0.03
C 0.71 0.65 -1.18
C 0.91 -0.85 -1.19
O -0.37 -1.50 -1.34
H -0.80 2.58 0.83
H -0.15 0.90 -1.80
H 1.59 1.16 -1.58
H 1.49 -1.18 -2.05
H 1.40 -1.26 -0.31
H -0.80 -1.48 -0.47
H -1.67 -1.99 2.71
H -0.73 -2.42 1.70
O -1.47 -1.84 1.80
*
```


Arrangement two

This record from the OMol25 dataset describes C3H8O4 in the gas phase. The level of theory is ωB97M-V/def2-TZVPD.

Its SMILES is C[C@H](OO)C(O)O. The HOMO energy comes out at -9.603 eV. The value obtained for the HOMO-LUMO gap is 10.35 eV.

ORCA input file:
```
! RIJCOSX wB97M-V def2-TZVPD def2/J DEFGRID3
* xyz 0 1
C -0.25 1.02 0.25
C 0.20 -0.37 0.30
C 1.16 -0.93 -0.71
O -1.37 -0.86 -0.20
O -2.21 -0.87 0.98
O 1.26 1.38 0.87
O -0.37 1.59 -0.98
H -2.28 -1.83 1.12
H -1.32 1.73 -1.14
H 1.68 1.82 0.11
H -0.96 1.35 1.01
H 0.26 -0.80 1.30
H 1.11 -0.39 -1.66
H 2.18 -0.89 -0.33
H 0.90 -1.97 -0.92
*
```


Computed stability ranking, most favorable first: arrangement one, arrangement two


Arrangement one

This record from the OMol25 dataset describes 2 unconnected molecules or ions with the total composition C4H9N2O2. The level of theory is ωB97M-V/def2-TZVPD.

The HOMO energy (spin up / spin down) comes out at -9.608 / -9.077 eV. As for the expectation value of S²: 0.77. The value obtained for the HOMO-LUMO gap (spin up / spin down) is 10.53 / 5.69 eV.

ORCA input file:
```
! RIJCOSX wB97M-V def2-TZVPD def2/J DEFGRID3
* xyz 0 2
O 0.77 1.44 0.94
C 1.49 1.28 -0.13
O 1.05 0.86 -1.18
C 2.95 1.64 0.03
H 3.54 0.75 -0.20
H 3.20 2.45 -0.64
H 3.17 1.96 1.04
C -1.66 -1.62 0.36
C -1.65 -0.44 -0.24
N -1.68 0.79 0.41
N -1.62 -2.81 -0.43
H -1.67 -1.74 1.44
H -1.55 -0.44 -1.32
H -2.27 1.44 -0.09
H -0.71 1.20 0.56
H -2.49 -3.32 -0.40
H -0.88 -3.43 -0.14
*
```


Arrangement two

This record from the OMol25 dataset describes C4H9N2O2 in the gas phase. The level of theory is ωB97M-V/def2-TZVPD.

The HOMO energy (spin up / spin down) comes out at -9.447 / -9.340 eV. As for the expectation value of S²: 0.76. The value obtained for the HOMO-LUMO gap (spin up / spin down) is 10.00 / 6.29 eV.

ORCA input file:
```
! RIJCOSX wB97M-V def2-TZVPD def2/J DEFGRID3
* xyz 0 2
C -1.14 1.28 0.60
N -1.65 0.61 -0.68
C 0.42 1.04 0.19
C 1.13 2.11 0.99
N 0.72 -0.34 0.53
C 0.22 -1.47 -0.45
O -0.45 -2.33 0.13
O 0.86 -1.51 -1.51
H -1.62 0.79 1.44
H -1.53 2.26 0.56
H -1.08 0.67 -1.48
H -1.86 -0.37 -0.38
H 0.54 1.14 -0.89
H 0.61 2.43 1.82
H 1.40 2.96 0.32
H 2.11 1.91 1.30
H 0.81 -0.79 1.47
*
```


Computed stability ranking, most favorable first: arrangement one, arrangement two


Arrangement one

This record from the OMol25 dataset describes 2 unconnected molecules or ions with the total composition C10H16O. The level of theory is ωB97M-V/def2-TZVPD.

The HOMO energy (spin up / spin down) comes out at -14.142 / -14.191 eV. As for the expectation value of S²: 0.77. The value obtained for the HOMO-LUMO gap (spin up / spin down) is 10.28 / 6.40 eV.

ORCA input file:
```
! RIJCOSX wB97M-V def2-TZVPD def2/J DEFGRID3
* xyz 1 2
C -0.48 -0.41 -2.05
C -1.03 -1.58 -1.17
C -0.95 -0.53 -3.56
H -0.87 0.48 -1.56
H 0.73 -0.39 -2.11
H -1.04 -2.51 -1.86
H -0.99 0.48 -3.92
H -1.98 -1.46 -0.78
H -0.51 -1.72 -0.34
H -0.10 -0.96 -4.13
H -1.96 -1.03 -3.69
C 0.31 2.97 1.09
C -0.48 -0.70 1.64
C -0.52 0.60 1.21
C 0.84 -1.05 1.99
C 0.53 1.46 1.26
C 1.95 -0.22 2.19
C 1.82 1.09 1.67
O 1.25 -2.38 2.32
H -1.31 -1.49 1.66
H -1.54 1.08 0.71
H 0.49 -2.99 2.31
H 2.75 -0.82 2.55
H 1.15 3.63 0.67
H -0.29 3.33 2.07
H 2.68 2.01 1.69
H -0.44 3.12 0.14
*
```


Arrangement two

This record from the OMol25 dataset describes 2 unconnected molecules or ions with the total composition C10H16O. The level of theory is ωB97M-V/def2-TZVPD.

The HOMO energy (spin up / spin down) comes out at -12.489 / -12.488 eV. As for the expectation value of S²: 0.77. The value obtained for the HOMO-LUMO gap (spin up / spin down) is 8.17 / 4.18 eV.

ORCA input file:
```
! RIJCOSX wB97M-V def2-TZVPD def2/J DEFGRID3
* xyz 1 2
C -0.85 -2.86 1.70
C -0.82 -2.04 2.96
O -1.80 -2.55 0.73
H 0.09 -3.04 1.12
H -1.21 -3.87 2.13
H 0.04 -2.52 3.42
H -2.61 -2.66 1.11
H -1.64 -1.66 3.68
H -0.26 -1.13 2.67
C -0.86 1.27 -2.19
C -1.83 2.36 -1.67
C 0.35 0.99 -1.32
C 0.94 2.01 -0.58
C 1.19 -0.20 -1.44
C 2.12 1.83 0.21
C 2.39 -0.36 -0.74
C 2.93 0.68 0.06
H -1.57 0.38 -2.21
H -0.40 1.57 -3.05
H -2.33 2.02 -0.78
H 0.30 2.88 -0.43
H 0.78 -0.84 -2.21
H 2.44 2.44 0.94
H 2.93 -1.30 -0.89
H 3.86 0.66 0.66
H -2.70 2.56 -2.36
H -1.45 3.38 -1.50
*
```


Computed stability ranking, most favorable first: arrangement two, arrangement one


Arrangement one

This record from the OMol25 dataset describes 2 unconnected molecules or ions with the total composition C4H10N2O2. The level of theory is ωB97M-V/def2-TZVPD.

Its SMILES is CC(N)=O.CC(N)=O. The HOMO energy comes out at -9.338 eV. The value obtained for the HOMO-LUMO gap is 10.19 eV.

ORCA input file:
```
! RIJCOSX wB97M-V def2-TZVPD def2/J DEFGRID3
* xyz 0 1
C 0.33 -1.53 -1.61
C -0.21 -1.32 -0.22
N 0.53 -1.94 0.77
O -1.41 -1.01 -0.03
H 0.23 -1.69 1.70
H 1.54 -1.93 0.72
H 1.42 -1.47 -1.59
H 0.04 -2.51 -1.99
H -0.06 -0.74 -2.27
C 0.07 2.13 -0.39
C 0.15 1.17 0.77
N -1.06 1.07 1.49
O 1.21 0.85 1.31
H -1.93 1.34 1.06
H -1.02 0.44 2.29
H 0.81 1.85 -1.14
H 0.29 3.14 -0.03
H -0.92 2.13 -0.84
*
```


Arrangement two

This record from the OMol25 dataset describes 2 unconnected molecules or ions with the total composition C4H10N2O2. The level of theory is ωB97M-V/def2-TZVPD.

Its SMILES is NOC(N)=O.C=CC. The HOMO energy comes out at -9.351 eV. The value obtained for the HOMO-LUMO gap is 9.67 eV.

ORCA input file:
```
! RIJCOSX wB97M-V def2-TZVPD def2/J DEFGRID3
* xyz 0 1
C -3.50 -0.47 0.86
C -2.65 -0.14 -0.32
C -1.82 0.94 -0.34
H -3.20 -0.34 -1.24
H -4.49 -0.84 0.59
H -3.68 0.42 1.47
H -3.06 -1.23 1.51
H -1.62 1.46 0.58
H -1.91 1.61 -1.18
C 2.44 0.16 0.41
N 2.93 0.10 -1.99
N 2.71 -0.91 1.21
O 2.07 -0.35 -0.95
O 3.14 1.15 0.45
H 3.89 0.08 -1.63
H 2.74 1.10 -2.10
H 2.44 -1.83 0.92
H 3.58 -0.92 1.73
*
```


Computed stability ranking, most favorable first: arrangement one, arrangement two